17
Properties=species:S:1:pos:R:3:forces:R:3 method="wB97M-V/def2-TZVPD" homo_lumo_gap_ev=9.973 multiplicity=1 total_energy_ha=-272.59710 relative_energy_ev=3.290 homo_ev=-8.97
C -1.52314 -1.36097 -0.19720 0.6 -0.9 0.6
C -0.52441 -1.03433 -1.01505 0.7 0.8 2.9
C 0.83888 0.71089 1.78678 0.2 0.6 -0.4
C 1.85091 -0.63049 -1.25915 2.0 -0.9 0.4
C 0.77662 -0.26915 -0.57912 -2.7 -1.0 0.3
C 0.44282 0.74281 0.51169 -1.4 -0.1 -0.5
C -0.91305 1.56533 0.16954 4.3 -1.4 2.3
H -2.45870 -1.86433 -0.44026 0.4 0.2 -0.5
H -1.35788 -1.30013 0.87953 -0.1 0.5 -0.1
H -0.58674 -1.16815 -2.02671 -0.3 -0.5 -2.5
H 0.49220 1.51459 2.46976 0.0 -0.9 -0.3
H 1.50426 -0.04742 2.16933 0.4 0.1 0.0
H 1.96220 -1.59564 -1.80303 -1.0 1.0 -0.1
H 2.85696 -0.23787 -1.12638 -0.3 0.6 0.3
H -1.48562 1.46998 1.03642 -1.2 0.1 1.2
H -1.26185 0.97482 -0.56712 -1.8 -0.7 -2.7
H -0.61344 2.53009 -0.00903 0.1 2.4 -0.9

17
Properties=species:S:1:pos:R:3:forces:R:3 method="wB97M-V/def2-TZVPD" homo_lumo_gap_ev=10.240 multiplicity=1 total_energy_ha=-272.56737 relative_energy_ev=4.099 homo_ev=-9.18
C 1.67825 -1.06435 -0.09341 -0.7 -0.1 -0.2
C 0.33666 -0.26499 0.05448 0.4 -1.1 -0.5
C -1.02650 -0.93609 0.05498 -0.1 -0.3 -0.1
C -1.55560 0.38997 -0.47738 -0.1 -0.1 -0.1
C -0.74385 1.54615 0.19915 0.4 0.0 0.0
C 0.25969 0.85947 1.12887 0.1 -1.0 -0.1
C -0.20479 0.80207 -0.97833 0.3 -0.3 -0.4
H 1.76170 -1.87701 0.64457 -0.3 0.1 -0.2
H 1.61000 -1.47628 -1.09581 0.2 -0.5 -0.1
H 2.67060 -0.54795 -0.06030 -1.1 0.3 0.1
H -1.38845 -1.31033 1.02198 0.1 0.0 -0.2
H -1.03732 -1.71398 -0.70773 -0.4 -0.1 -0.1
H -2.50750 0.53027 -0.98776 0.3 0.3 0.3
H -1.21171 2.54041 0.19436 0.6 -0.4 0.1
H -0.10304 0.63119 2.14125 0.6 -0.2 -0.2
H 1.35056 0.67417 0.90863 -0.2 3.5 1.7
H 0.15849 1.16958 -1.92889 -0.1 -0.2 0.0

17
Properties=species:S:1:pos:R:3:forces:R:3 method="wB97M-V/def2-TZVPD" homo_lumo_gap_ev=8.637 multiplicity=1 total_energy_ha=-272.57492 relative_energy_ev=3.893 homo_ev=-8.21
C -1.11934 0.83059 -0.98724 0.0 0.1 0.1
C -0.23525 -0.31664 -1.50754 0.0 0.0 -0.1
C -0.28219 1.72789 -0.11486 0.1 -0.4 0.0
C 0.81988 0.84812 0.32143 0.1 0.3 -0.1
C 0.17262 0.20883 1.61113 -0.1 0.0 0.3
C 0.23331 -1.17724 0.92919 0.0 -0.1 0.0
C 0.76860 -0.54532 -0.37851 0.0 0.0 -0.1
H -1.66367 1.38987 -1.75570 0.1 -0.1 0.1
H -1.90748 0.47301 -0.29888 0.1 0.0 -0.1
H -0.79087 -1.20690 -1.81333 0.0 0.0 0.1
H 0.31132 0.04273 -2.38810 -0.1 -0.1 0.1
H 1.78277 1.32703 0.50507 -0.1 0.0 0.0
H -0.83399 0.57691 1.83775 0.1 -0.1 0.0
H 0.78339 0.34198 2.50646 -0.1 0.0 -0.2
H 0.96569 -1.83415 1.40649 -0.1 0.1 -0.1
H -0.71702 -1.71868 0.85964 0.1 0.1 0.0
H 1.71222 -0.96801 -0.73300 -0.1 0.1 0.1

17
Properties=species:S:1:pos:R:3:forces:R:3 method="wB97M-V/def2-TZVPD" homo_lumo_gap_ev=10.683 multiplicity=1 total_energy_ha=-272.61500 relative_energy_ev=2.803 homo_ev=-9.52
C -1.95769 -0.27755 -0.07239 -0.2 -0.1 0.0
C -1.33399 0.98665 -0.60862 0.1 0.2 -0.1
C -0.48176 -0.12471 -0.10182 0.0 -0.1 0.1
C 0.58970 -0.89282 -0.88418 0.1 0.1 -0.2
C 1.56021 -0.57251 0.24442 0.3 0.1 -0.3
C 1.53390 0.85822 0.71247 0.2 0.4 -0.1
C 0.41903 -0.00974 1.10553 0.0 -0.1 0.4
H -2.42699 -0.95823 -0.77630 0.0 0.1 0.1
H -2.43352 -0.20023 0.90140 0.0 -0.1 -0.2
H -1.34295 1.11636 -1.68549 -0.1 0.1 0.1
H -1.37342 1.89590 -0.01213 -0.1 -0.1 -0.2
H 0.29567 -1.95157 -0.97287 0.4 0.3 0.2
H 0.91771 -0.53643 -1.86203 -0.3 0.1 -0.2
H 2.56868 -0.92828 0.35922 -0.2 -1.2 0.6
H 1.39575 1.68999 0.04878 -0.2 0.4 -0.2
H 2.27514 0.99792 1.49257 0.0 0.2 -0.1
H 0.12799 -0.15576 2.13519 0.0 -0.2 0.1

17
Properties=species:S:1:pos:R:3:forces:R:3 method="wB97M-V/def2-TZVPD" homo_lumo_gap_ev=8.702 multiplicity=1 total_energy_ha=-272.56771 relative_energy_ev=4.090 homo_ev=-8.28
C -0.70887 1.76764 0.01693 0.0 0.0 0.0
C -0.15601 0.36039 0.05879 -0.1 0.1 0.0
C 1.32850 0.04071 -0.21232 0.1 0.1 0.1
C 0.81692 -1.40747 -0.42677 0.1 -0.5 0.0
C 0.19205 -1.85156 0.84758 0.2 0.4 -0.2
C -0.38676 -0.51333 1.29846 0.0 -0.1 0.1
C -0.50264 -0.74381 -0.98167 -0.2 0.1 -0.3
H -0.28124 2.38043 0.82074 0.0 -0.1 -0.1
H -0.48490 2.26496 -0.93425 0.0 -0.1 0.1
H -1.79735 1.76669 0.14699 0.1 0.0 0.0
H 2.04840 0.19923 0.60163 -0.2 0.0 -0.2
H 1.70851 0.48053 -1.14011 -0.1 -0.1 0.1
H 1.35966 -2.13917 -1.02838 -0.1 0.1 0.2
H -1.41716 -1.32117 -0.81350 -0.1 0.2 -0.1
H 0.14454 -0.18304 2.20550 0.0 -0.1 -0.1
H -1.44236 -0.62736 1.58363 0.2 0.0 0.0
H -0.42129 -0.47368 -2.04325 0.2 0.0 0.3

17
Properties=species:S:1:pos:R:3:forces:R:3 method="wB97M-V/def2-TZVPD" homo_lumo_gap_ev=8.764 multiplicity=1 total_energy_ha=-272.57330 relative_energy_ev=3.937 homo_ev=-7.72
C 1.19983 -0.84287 1.09978 -0.1 -0.1 0.1
C 0.96300 -0.67357 -0.38409 0.3 0.0 0.1
C -0.35734 -0.83993 -1.08615 0.1 0.9 -0.1
C -1.55797 -0.46346 -0.19481 0.1 0.1 -0.2
C -1.34324 0.92485 0.36794 0.1 0.1 -0.1
C -0.24283 1.53451 -0.07492 -0.1 -0.1 0.3
C 0.62805 0.69141 -0.91882 0.4 0.3 0.6
H 1.15740 -1.89979 1.37364 0.0 0.0 0.0
H 2.20123 -0.47296 1.35247 -0.2 -0.1 0.0
H 0.47927 -0.29756 1.71415 0.1 -0.1 -0.1
H 1.76208 -1.14108 -0.95958 0.1 0.1 0.1
H -0.13957 0.14439 -1.88946 -0.6 -1.1 -0.2
H -1.66330 -1.20296 0.62193 0.2 0.1 -0.3
H -2.49961 -0.51992 -0.75536 0.2 0.0 0.0
H -2.02321 1.35793 1.09618 0.1 0.0 -0.1
H 0.04801 2.54470 0.19305 0.0 -0.1 0.0
H 1.38820 1.15630 -1.55597 -0.5 -0.2 -0.2

17
Properties=species:S:1:pos:R:3:forces:R:3 method="wB97M-V/def2-TZVPD" homo_lumo_gap_ev="8.047 / 7.752" multiplicity=1 total_energy_ha=-272.50941 relative_energy_ev=5.676 homo_ev="-7.72 / -7.33"
C -0.13033 -1.25122 -1.16182 0.1 0.1 0.1
C -0.01041 -0.76839 0.27494 -1.2 1.3 0.6
C 2.00802 0.54920 -0.22659 1.5 0.7 -0.8
C 0.86471 0.53249 0.61552 -0.9 -1.0 0.3
C -0.35248 1.46833 0.41623 -0.2 -0.2 0.1
C -1.29191 0.27510 0.60821 2.5 -1.0 -0.8
C -2.44924 -0.08946 0.90468 -2.0 0.1 0.6
H 0.68566 -1.91735 -1.45293 0.0 0.1 0.0
H -1.06804 -1.80769 -1.25393 0.1 0.0 0.0
H -0.16443 -0.41652 -1.87004 0.0 -0.1 0.1
H 0.12038 -1.60397 0.97203 -0.1 0.2 -0.1
H 3.00237 0.33541 0.15134 -0.1 0.0 -0.1
H 1.90321 0.71376 -1.29605 0.0 0.0 0.2
H 1.11846 0.46385 1.67729 0.0 0.1 -0.1
H -0.42540 1.84208 -0.61333 0.1 -0.1 0.2
H -0.47003 2.30868 1.11094 0.1 -0.2 -0.1
H -3.34054 -0.63430 1.14351 0.3 0.0 -0.1

17
Properties=species:S:1:pos:R:3:forces:R:3 method="wB97M-V/def2-TZVPD" homo_lumo_gap_ev=9.866 multiplicity=1 total_energy_ha=-272.62019 relative_energy_ev=2.662 homo_ev=-8.74
C -1.89139 0.49455 -0.02997 0.1 -0.1 0.1
C -1.09656 -0.80396 -0.12551 0.0 0.0 0.1
C 0.28390 -0.82160 -0.76552 0.2 0.0 0.0
C 1.16685 0.41462 -0.97809 0.1 0.0 0.0
C 1.54079 0.81979 0.44167 0.1 0.2 0.0
C 0.76501 0.20127 1.32523 0.1 0.8 -0.2
C 0.17862 -1.01275 0.71668 0.2 0.3 0.2
H -2.32352 0.75553 -1.00738 0.2 -0.2 0.2
H -2.72317 0.42977 0.68104 0.2 -0.1 -0.1
H -1.25482 1.33263 0.27187 -0.1 -0.1 0.0
H -1.72451 -1.64467 -0.43520 0.4 0.0 0.3
H 0.43028 -1.66411 -1.44326 0.1 0.1 0.3
H 0.66328 1.24601 -1.49822 0.1 -0.2 0.1
H 2.03637 0.14918 -1.58711 0.0 0.0 0.0
H 2.41186 1.40871 0.69093 -0.3 0.7 -0.1
H 0.64111 0.29839 2.40090 0.6 0.3 -0.1
H 0.89590 -1.60336 1.34194 -2.0 -1.9 -0.8

17
Properties=species:S:1:pos:R:3:forces:R:3 method="wB97M-V/def2-TZVPD" homo_lumo_gap_ev=10.337 multiplicity=1 total_energy_ha=-272.63292 relative_energy_ev=2.315 homo_ev=-9.26
C 1.09741 0.75196 -1.46405 0.0 0.0 0.0
C 0.28279 0.19930 -0.33839 0.2 0.2 -0.2
C 0.93452 -0.80059 0.64019 0.0 0.0 0.2
C -0.48268 -1.29342 0.89770 0.1 -0.3 0.3
C -1.39186 -0.07767 0.89028 -0.3 0.0 0.0
C -0.55217 1.14350 0.56382 0.0 0.1 0.1
C -0.97343 -0.73636 -0.40193 -0.3 -0.2 -0.3
H 1.90219 1.35798 -1.03159 0.0 0.0 -0.2
H 1.54837 -0.06109 -2.04376 -0.1 0.2 0.0
H 0.49695 1.39009 -2.12079 0.1 -0.1 0.0
H 1.50421 -0.31936 1.44161 0.0 -0.2 0.2
H 1.54225 -1.58625 0.16664 -0.2 0.4 -0.1
H -0.80858 -2.21781 1.35700 0.1 0.1 0.1
H -2.35761 -0.12531 1.38255 0.1 0.1 -0.2
H -0.06269 1.71138 1.36881 0.0 -0.2 -0.2
H -1.14153 1.80915 -0.07965 0.2 0.0 0.2
H -1.53816 -1.14550 -1.22847 0.0 -0.1 0.2

17
Properties=species:S:1:pos:R:3:forces:R:3 method="wB97M-V/def2-TZVPD" homo_lumo_gap_ev="8.976 / 7.060" multiplicity=2 s2=0.802 total_energy_ha=-272.34353 relative_energy_ev=0.655 total_charge=+1 homo_ev="-13.77 / -14.46"
C 0.18657 -0.58762 -2.25072 -0.1 0.1 -0.3
C -0.00303 -1.17462 -0.89335 -1.0 0.8 -0.3
C 0.61156 -2.30824 -0.45493 0.5 -0.9 -0.8
C -0.44667 0.87929 0.24735 -0.1 0.5 0.7
C -0.72972 -0.46235 0.10129 0.8 -0.6 0.1
C 0.57853 2.25244 1.96838 0.3 0.1 -0.7
C -0.42169 1.45341 1.56523 -0.9 -0.4 -0.1
H -0.74393 -0.65150 -2.82331 -0.1 -0.4 0.2
H 0.94883 -1.10137 -2.82863 0.2 0.2 0.1
H 0.33106 0.48939 -2.22953 0.5 0.0 0.0
H 0.29859 -2.98347 0.32372 -0.2 0.4 0.5
H 1.49994 -2.63526 -0.98365 -0.1 -0.1 -0.1
H -0.12328 1.50601 -0.57112 0.4 -0.2 -0.1
H -1.05618 -1.04545 0.95384 -0.2 0.2 0.2
H 0.69647 2.73596 2.92547 -0.2 -0.3 0.2
H 1.39445 2.37339 1.26282 0.0 0.4 0.1
H -1.22776 1.09038 2.19811 0.2 0.2 0.4

24
Properties=species:S:1:pos:R:3:forces:R:3 method="wB97M-V/def2-TZVPD" homo_lumo_gap_ev=7.389 multiplicity=1 total_energy_ha=-6949.29447 total_charge=+1 homo_ev=-12.23
C -1.82977 0.80221 1.79911 -0.4 -0.2 -1.0
C -0.86771 -0.34252 1.07068 -1.5 -3.6 1.6
I 0.73900 0.35130 -0.30917 -1.7 -0.8 1.3
C -1.12068 -1.81064 1.33711 0.3 4.8 -1.2
I -2.73339 -2.43164 2.74913 1.7 0.3 -1.6
S -0.03818 -3.10546 0.44057 -0.4 0.5 0.4
C -1.01090 -4.69667 0.20004 -1.0 -1.7 -1.0
C -1.34638 -5.04879 -1.38192 -7.5 -2.1 -1.4
O -2.61808 -5.44717 -1.66273 9.4 2.9 2.0
Cl -0.08063 -4.93475 -2.75504 -1.8 0.0 2.5
H -2.07221 0.56061 2.91990 0.7 0.3 -2.3
H -2.85053 0.77774 1.18859 2.1 0.0 1.3
H -1.41607 1.89515 1.68467 -0.5 -2.4 0.2
H 0.17110 -2.61820 -0.87379 -0.8 -0.4 1.1
H -2.04356 -4.65943 0.75415 2.0 0.3 -1.2
H -0.41763 -5.62027 0.64781 -0.8 2.2 -0.9
Br 0.58394 4.32343 -2.20590 0.0 0.0 0.1
C 2.34107 4.94095 -1.62888 0.0 -0.1 -0.3
C 2.83712 4.14718 -0.44255 0.2 0.2 0.2
Br 1.95080 4.70774 1.20223 0.0 -0.2 -0.1
H 2.25322 6.01245 -1.42844 0.0 -0.3 0.1
H 2.99328 4.78960 -2.49379 -0.1 0.0 0.2
H 3.90058 4.33641 -0.26978 -0.2 0.0 -0.1
H 2.67562 3.07077 -0.54200 0.0 0.3 -0.1

21
Properties=species:S:1:pos:R:3:forces:R:3 method="wB97M-V/def2-TZVPD" homo_lumo_gap_ev=7.744 multiplicity=1 total_energy_ha=-3031.15810 relative_energy_ev=1.983 total_charge=+1 homo_ev=-12.30
C 0.91012 1.36577 -2.66245 1.1 0.5 -1.6
C 0.81257 0.41616 -3.62551 -0.4 -0.4 1.2
C 0.11823 -0.43206 -1.61523 0.0 -1.6 0.8
C -0.33970 0.86736 0.81384 3.3 0.4 -0.9
C 0.61135 1.64681 -0.30177 -4.8 -0.9 0.7
C 0.11282 -0.51743 1.00726 1.8 -0.5 -0.1
C -0.59141 -1.80959 1.21673 0.3 0.1 1.7
N 0.55580 0.80579 -1.47887 0.1 0.9 -0.1
N 0.35142 -0.74996 -2.92034 -1.0 0.3 -2.0
O 1.41743 -0.64764 1.26678 -1.3 -1.8 0.8
Br 1.14100 0.55501 -5.45379 -0.1 -0.3 0.4
H 1.28704 2.38007 -2.66259 -0.1 -0.2 -0.5
H -0.13766 1.35218 1.76461 -0.3 0.3 0.3
H -1.34312 0.84578 0.54681 -1.7 0.4 -0.5
H 0.03450 2.60021 -0.55727 1.1 -1.1 0.6
H 1.58834 1.81015 0.03188 1.4 0.2 0.6
H -0.16445 -2.19258 2.16606 -0.2 0.0 -0.2
H -0.13991 -2.35874 0.44253 0.1 -1.3 -1.0
H -1.65129 -2.01601 1.29875 -0.2 0.9 -0.5
H -0.11112 -1.53562 -3.48363 1.1 1.5 1.6
H 1.57922 -1.60294 1.66323 -0.2 2.6 -1.3

Computed F_max, in the same sequence as the records: 0.099, 0.076, 0.008, 0.026, 0.010, 0.025, 0.054, 0.056, 0.009, 0.026, 0.195, 0.096 hartree/bohr.